# 1
The following is a DFT calculation (wB97M-V/def2-TZVPD) of a 4-piece molecular cluster, C27H68BrN5O7P4S overall at a distorted geometry.

Structure (XYZ):
```
113
Properties=species:S:1:pos:R:3:lowdin_charge:R:1
C 2.00936 5.88820 -0.84069 0.013
C 3.32540 6.11502 -0.83421 -0.126
C 4.43956 5.09289 -0.78933 -0.273
N 4.28823 3.94452 -1.75221 -0.371
C 3.34460 2.92376 -1.21424 -0.333
C 2.31784 2.38460 -2.23472 -0.843
Br 3.25224 2.05938 -3.89089 0.827
O 1.18763 3.21368 -2.30399 -0.206
C 0.79493 3.80792 -3.54729 -0.445
C -0.25078 4.88171 -3.19298 -0.183
C -0.26493 6.06262 -4.17510 -0.196
C -0.04458 7.40528 -3.48929 -0.307
N -0.53860 8.47731 -4.36414 -0.010
P -0.10447 2.66040 -4.70101 0.748
O -1.19997 3.32114 -5.44535 -0.421
P 1.72647 0.68375 -1.51979 0.169
O 0.13172 0.72295 -1.58442 -0.222
O 2.00533 0.71684 0.05547 -0.186
S 2.45297 -0.86274 -2.38292 0.303
P 5.86723 3.17319 -1.86583 0.873
P 6.87233 3.96392 -3.60242 0.212
O 8.18491 3.29663 -3.66289 -0.340
O 6.98967 5.56120 -3.54751 -0.164
O 6.03224 3.67079 -4.92345 -0.192
H 1.30812 6.66069 -1.12013 0.043
H 1.57918 4.93207 -0.58399 0.049
H 3.65481 7.14845 -0.82464 0.097
H 5.33367 5.61943 -1.10297 0.081
H 4.56591 4.70719 0.22756 0.115
H 2.84317 3.28019 -0.31897 0.109
H 3.91645 2.04153 -0.91643 0.066
H 1.59412 4.33177 -4.06602 0.105
H -0.07953 5.22699 -2.17745 0.087
H -1.25146 4.45284 -3.19833 0.106
H 0.49498 5.93485 -4.94780 0.113
H -1.21927 6.13217 -4.69151 0.114
H 1.02487 7.51752 -3.27519 0.102
H -0.58342 7.44879 -2.54276 0.107
H -0.16006 9.37401 -4.09540 0.060
H -0.23564 8.26423 -5.30521 0.061
H 0.85042 2.18852 -5.62044 -0.007
H -0.49696 1.52668 -3.96759 0.011
H -0.16413 0.11214 -2.26840 0.029
H 1.67925 1.53911 0.44350 0.083
H 6.62409 3.71595 -0.80379 -0.043
H 7.37414 5.84607 -4.38646 0.080
H 6.40401 2.90156 -5.36776 0.084
C -5.65975 -2.91386 -3.25898 -0.090
C -4.83407 -2.67676 -2.00385 -0.273
N -3.54161 -2.07148 -2.26683 -0.194
C -2.66750 -2.06376 -1.10697 -0.238
C -3.08792 -1.21636 0.10216 -0.073
C -3.57450 -0.83726 -3.03363 -0.243
C -4.37112 0.34509 -2.46202 -0.077
H -5.12083 -3.54252 -3.96867 0.080
H -6.58877 -3.41986 -2.99399 0.073
H -5.93142 -1.98260 -3.75685 0.064
H -4.65566 -3.64461 -1.52811 0.119
H -5.43770 -2.08866 -1.29414 0.100
H -1.66535 -1.75251 -1.41800 0.103
H -2.55110 -3.09806 -0.76978 0.101
H -2.90933 -0.15528 -0.06602 0.055
H -2.49187 -1.50266 0.97254 0.049
H -4.13646 -1.35650 0.36565 0.069
H -3.96879 -1.06382 -4.02619 0.101
H -2.54389 -0.51576 -3.21669 0.100
H -5.32693 0.03212 -2.04090 0.068
H -4.58366 1.06221 -3.25746 0.074
H -3.81651 0.88122 -1.69370 0.052
C -0.46413 -1.78212 7.61574 -0.091
C -1.75114 -1.80523 6.80553 -0.276
N -1.87626 -0.69034 5.88507 -0.199
C -3.19759 -0.58795 5.29084 -0.246
C -3.65934 -1.72441 4.36841 -0.082
C -0.76452 -0.50438 4.96904 -0.244
C -0.42019 -1.66199 4.02175 -0.085
H -0.37483 -0.85416 8.18184 0.079
H -0.46288 -2.61275 8.32247 0.073
H 0.42077 -1.89243 6.98816 0.063
H -2.59127 -1.75498 7.50304 0.118
H -1.82677 -2.78074 6.29854 0.100
H -3.26041 0.35757 4.74519 0.111
H -3.91962 -0.49684 6.10826 0.109
H -3.18764 -1.66623 3.38856 0.038
H -4.73661 -1.65008 4.20588 0.072
H -3.46271 -2.70929 4.79282 0.065
H 0.12381 -0.26503 5.55826 0.099
H -0.95220 0.39700 4.37964 0.113
H -0.46050 -2.63220 4.51918 0.066
H 0.59374 -1.53682 3.63458 0.075
H -1.08487 -1.69116 3.16016 0.036
C -1.00824 -4.57833 1.88956 -0.092
C -0.45488 -5.86071 2.48894 -0.270
N 0.45989 -6.56042 1.60757 -0.198
C 0.80247 -7.88976 2.08138 -0.250
C 1.58787 -8.01626 3.39417 -0.087
C 1.56512 -5.76680 1.09594 -0.243
C 2.52262 -5.12299 2.10933 -0.079
H -1.52414 -4.77386 0.94804 0.074
H -1.72524 -4.13129 2.58071 0.063
H -0.22797 -3.83676 1.71314 0.063
H -1.29452 -6.52853 2.69991 0.119
H 0.00114 -5.61964 3.46355 0.099
H 1.35357 -8.40544 1.29035 0.111
H -0.13348 -8.44650 2.19186 0.108
H 2.64091 -7.77074 3.26563 0.054
H 1.54315 -9.04848 3.74742 0.069
H 1.17874 -7.38426 4.18267 0.064
H 1.14965 -4.97359 0.47061 0.100
H 2.13840 -6.38870 0.40427 0.115
H 1.99329 -4.68809 2.95863 0.063
H 3.07956 -4.31802 1.62570 0.071
H 3.25595 -5.83236 2.48955 0.054
```

Computed properties:
Frontier orbital gap (hartree): 0.2957
Energy (Eh): -6207.66220
Net charge: 0
Energy relative to the best compared isomer or geometry (same formula, charge and spin) (eV): 0.000
HOMO (eV): -8.08
LUMO level (eV): -0.031

---

# 2
The following is a DFT calculation (wB97M-V/def2-TZVPD) of C49H66NP2S4SbV as an isolated structure.

Structure (XYZ):
```
124
Properties=species:S:1:pos:R:3:lowdin_charge:R:1
V -0.71243 -0.28005 -0.51076 0.049
C -0.72436 -0.35001 3.02764 -0.446
C -0.80251 -1.81841 2.62277 -0.417
S -0.02376 -2.04864 1.00724 0.885
C -0.72546 -3.61764 0.43146 -0.405
C -0.67533 -3.64945 -1.09153 -0.402
S -1.36747 -2.16282 -1.86704 0.893
C -3.16664 -2.44368 -1.83561 -0.421
C -3.81884 -2.02878 -0.53237 -0.414
S -3.21309 -0.36565 -0.23447 0.929
C -3.66989 -0.01321 1.46724 -0.412
C -2.81278 1.17001 1.87422 -0.429
S -1.04115 0.83048 1.68691 0.842
H 0.27761 -0.08616 3.35886 0.003
H -1.43333 -0.12282 3.82636 0.116
H -1.82547 -2.18463 2.55158 0.080
H -0.25712 -2.42934 3.33980 0.104
H -1.74227 -3.69907 0.81008 0.081
H -0.13129 -4.42981 0.85121 0.113
H -1.23176 -4.49664 -1.49580 0.115
H 0.34490 -3.70903 -1.47572 0.078
H -3.32987 -3.49356 -2.07564 0.112
H -3.55348 -1.84695 -2.66115 0.081
H -3.57746 -2.68354 0.30235 0.084
H -4.90368 -1.97675 -0.64379 0.117
H -3.49230 -0.88422 2.09253 0.083
H -4.73156 0.23320 1.49270 0.115
H -2.97360 1.45845 2.91170 0.112
H -3.00282 2.04114 1.24803 0.078
C -0.39169 2.05999 -3.54502 -0.276
N 0.62072 1.14346 -3.98468 -0.183
C 1.71569 0.96054 -3.07825 -0.302
P 1.51256 -0.45926 -1.88467 1.058
C 3.13063 -0.48928 -1.03848 -0.369
C 4.21417 0.20299 -1.58386 -0.076
C 5.49848 -0.02566 -1.11144 -0.040
C 5.71923 -0.94309 -0.09367 -0.041
C 4.64194 -1.60711 0.48157 -0.067
C 3.35534 -1.36651 0.02541 -0.145
C 1.64813 -1.94150 -2.97397 -0.379
C 2.61724 -2.92934 -2.74894 -0.075
C 2.72029 -4.02221 -3.60314 -0.045
C 1.86930 -4.13840 -4.69551 -0.037
C 0.91828 -3.15386 -4.93927 -0.048
C 0.80425 -2.07162 -4.08214 -0.174
C 0.85923 1.03300 -5.40819 -0.216
C 1.88138 0.22576 -5.89596 -0.049
C 2.09462 0.09985 -7.26360 -0.054
C 1.29392 0.76884 -8.17318 -0.067
C 0.29460 1.59303 -7.69072 -0.056
C 0.08253 1.73864 -6.32050 -0.026
P -1.11999 1.83486 -1.82972 1.041
C -0.74523 3.42892 -1.02757 -0.371
C -1.23258 4.58237 -1.66292 -0.097
C -0.98676 5.83174 -1.12623 -0.035
C -0.25564 5.95230 0.05490 -0.030
C 0.24302 4.82175 0.67694 -0.054
C 0.00885 3.56024 0.13610 -0.120
C -2.89829 1.90623 -2.23509 -0.438
C -3.80146 2.66526 -1.50095 -0.112
C -5.16530 2.57955 -1.77406 -0.040
C -5.62724 1.73584 -2.77606 -0.039
C -4.72444 0.97653 -3.51677 -0.051
C -3.36660 1.06131 -3.24349 -0.135
H -1.23554 2.00946 -4.21657 0.069
H -0.03924 3.09449 -3.52242 0.113
H 1.93372 1.86180 -2.48921 0.111
H 2.60766 0.71708 -3.63421 0.076
H 4.09599 0.91432 -2.38629 0.101
H 6.33014 0.50870 -1.55666 0.126
H 6.72697 -1.13118 0.25752 0.126
H 4.80448 -2.32622 1.27562 0.120
H 2.53870 -1.91426 0.47195 0.045
H 3.31534 -2.85002 -1.92679 0.099
H 3.48472 -4.77124 -3.42247 0.122
H 1.95940 -4.98350 -5.36616 0.122
H 0.27574 -3.21693 -5.81029 0.124
H 0.07451 -1.30636 -4.30269 0.086
H 2.53197 -0.32838 -5.22933 0.101
H 2.90486 -0.53232 -7.61258 0.119
H 1.45835 0.66241 -9.23744 0.118
H -0.32009 2.16145 -8.37851 0.118
H -0.66756 2.45126 -5.99927 0.103
H -1.82280 4.50843 -2.57078 0.121
H -1.36943 6.71453 -1.62464 0.125
H -0.07132 6.93243 0.47956 0.125
H 0.82508 4.91546 1.58482 0.096
H 0.44951 2.70424 0.62550 0.022
H -3.45223 3.34975 -0.73492 0.108
H -5.86444 3.19067 -1.21533 0.123
H -6.68636 1.68825 -3.00002 0.124
H -5.07958 0.33824 -4.31841 0.123
H -2.67004 0.47066 -3.83812 0.112
C 4.32738 0.20017 5.23631 -0.123
C 3.69989 -0.20941 3.89898 -0.568
C 2.74329 -1.39326 4.06993 -0.172
Sb 2.67395 1.38285 2.87211 1.508
C 2.07342 2.54089 4.59510 -0.562
C 0.76480 3.27392 4.28321 -0.162
C 3.11698 3.49956 5.18255 -0.125
C 4.40696 2.25584 1.93384 -0.569
C 4.00770 3.13839 0.75730 -0.164
C 5.40955 2.96789 2.85250 -0.117
H 4.88938 -0.63643 5.66755 0.091
H 3.56804 0.48475 5.97074 0.076
H 5.02291 1.03157 5.13413 0.052
H 4.49214 -0.47813 3.19916 0.066
H 1.92286 -1.13857 4.75726 0.074
H 3.25691 -2.25977 4.50727 0.090
H 2.30679 -1.71343 3.11189 0.032
H 1.87795 1.73696 5.31254 0.072
H 0.94513 4.16172 3.67054 0.059
H 0.28533 3.62044 5.20554 0.089
H 0.04051 2.64679 3.74855 0.022
H 3.28818 4.34562 4.51327 0.073
H 4.07396 3.02136 5.37580 0.054
H 2.76466 3.91475 6.13396 0.093
H 4.85752 1.33614 1.56119 0.051
H 3.52649 4.06027 1.09446 0.071
H 3.32247 2.63254 0.07073 0.035
H 4.89826 3.43485 0.18469 0.088
H 4.99772 3.88668 3.26741 0.063
H 6.30807 3.24836 2.28851 0.090
H 5.73768 2.34020 3.68149 0.059
```

Computed properties:
Frontier orbital gap (alpha / beta) (hartree): 0.1678 / 0.1854
Energy (Eh): -5420.34521
Expectation value of S²: 2.042
Net charge: +3
Spin multiplicity: 3
HOMO (alpha / beta) (eV): -14.29 / -14.28
LUMO level (alpha / beta) (eV): -9.727 / -9.235